Computed, not measured: a molecular structure, C3H3ClN2S, with ωB97M-V/def2-TZVPD.

Summary:
* ΔE to the lowest compared entry with this formula, charge and spin: 74.8 kcal/mol
* LUMO energy: -0.02 eV
* total charge: 0
* Kohn-Sham gap: 8.73 eV
* largest force on an atom: 5.916 eV/Å
* DFT total energy: -1083.887309 Eh

Structure (XYZ):
```
10
Properties=species:S:1:pos:R:3:mulliken_charge:R:1
C 0.129 -0.565 0.514 0.0749
C 0.622 -0.262 -0.720 -0.1615
C -0.303 0.489 -1.361 0.4616
H 1.834 -1.034 1.924 0.1647
H 1.666 -0.343 -1.243 0.2503
H -1.674 0.578 1.611 0.3566
N -1.420 0.842 -0.619 -0.6030
N -1.153 0.051 0.473 -0.0768
S 0.403 -1.353 2.050 -0.2822
Cl -0.104 1.597 -2.629 -0.1846
```


Computed, not measured: 2 unconnected molecules or ions with the total composition C3H3ClN2S, with ωB97M-V/def2-TZVPD.

Summary:
* ΔE to the lowest compared entry with this formula, charge and spin: 94.7 kcal/mol
* LUMO energy (spin up / spin down): -2.71 / -2.71 eV
* total charge: 0
* Kohn-Sham gap (spin up / spin down): 5.92 / 5.92 eV
* largest force on an atom: 5.992 eV/Å
* DFT total energy: -1083.855650 Eh

Structure (XYZ):
```
10
Properties=species:S:1:pos:R:3:mulliken_charge:R:1
C 0.996 -1.230 -2.294 0.5292
C -0.335 0.498 -2.916 0.3808
C 0.044 0.067 0.194 -0.3144
N 1.699 -2.152 -2.302 -0.4825
N 0.300 -0.179 -2.064 -0.4618
S -0.392 0.217 -4.531 -0.3234
Cl -1.361 1.744 -2.338 -0.1705
H -1.079 0.293 0.144 0.2639
H 0.482 -0.958 0.204 0.2811
H 0.685 0.954 0.129 0.2975
```


Computed, not measured: a single C3H3ClN2S molecule, with ωB97M-V/def2-TZVPD.

Summary:
* ΔE to the lowest compared entry with this formula, charge and spin: 15.4 kcal/mol
* structure (SMILES): Sc1cc(Cl)n[nH]1
* LUMO energy: 0.59 eV
* total charge: 0
* Kohn-Sham gap: 9.53 eV
* largest force on an atom: 2.492 eV/Å
* DFT total energy: -1083.982016 Eh

Structure (XYZ):
```
10
Properties=species:S:1:pos:R:3:mulliken_charge:R:1
C 0.730 0.041 0.121 0.3351
C -0.310 -0.805 0.068 -0.4039
C -1.449 0.045 -0.081 0.2958
H 2.201 -1.587 0.144 0.1416
H -0.267 -1.854 0.200 0.3537
H 0.672 2.180 -0.007 0.1856
N -1.122 1.313 -0.091 -0.7462
N 0.212 1.306 -0.016 0.2517
S 2.441 -0.281 -0.197 -0.2340
Cl -3.108 -0.356 -0.142 -0.1794
```


Computed, not measured: a single C3H3ClO molecule, with ωB97M-V/def2-TZVPD.

Summary:
* ΔE to the lowest compared entry with this formula, charge and spin: 60.2 kcal/mol
* LUMO energy (spin up / spin down): 0.99 / -2.45 eV
* total charge: 0
* Kohn-Sham gap (spin up / spin down): 8.73 / 8.43 eV
* largest force on an atom: 9.592 eV/Å
* DFT total energy: -651.247585 Eh
* 2S+1: 3

Structure (XYZ):
```
8
Properties=species:S:1:pos:R:3:lowdin_spin:R:1
C -0.523 0.206 0.462 0.2723
C -1.738 -0.228 -0.105 1.2570
C 0.678 -0.397 -0.067 0.0428
O -1.102 0.759 -0.579 0.3925
Cl 2.313 0.509 -0.175 0.0113
H -0.636 0.632 1.428 0.0070
H 0.422 -0.063 -1.078 0.0050
H 0.588 -1.418 0.114 0.0120
```


- Which formula does entry 2 have?
  C3H3ClN2S